The following is a quantum chemistry calculation of 10 unconnected molecules or ions with the total composition C44H87N10O18PS, from OMol25.

Each atom is followed by the atoms it is bonded to, with distances in Å.
Cartesian coordinates (Å):
1 C 4.44 -1.66 1.47  C2 1.661, H30 1.174, H31 1.191, H32 1.191
2 C 4.16 -2.18 -0.08  C1 1.661, C3 1.671, C8 1.662, C18 1.671
3 C 4.64 -0.99 -1.15  C2 1.671, C4 1.669, H33 1.192, H34 1.171
4 C 6.29 -0.74 -1.10  C3 1.669, C5 1.665, H35 1.185, H36 1.171
5 C 6.49 0.90 -1.30  C4 1.665, O6 1.355, O7 1.492
6 O 5.77 1.61 -2.20  C5 1.355
7 O 7.46 1.71 -0.50  C5 1.492, H37 1.008
8 C 5.21 -3.44 -0.35  C2 1.662, S9 1.872, H38 1.194, H39 1.187
9 S 4.44 -5.12 -0.07  C8 1.872, O10 1.547, O11 1.578, O12 1.704
10 O 4.93 -5.86 1.20  S9 1.547
11 O 4.86 -6.01 -1.30  S9 1.578
12 O 2.73 -5.12 -0.06  S9 1.704, C13 1.501
13 C 2.20 -3.90 0.64  O12 1.501, P14 1.913, C18 1.638, H40 1.177
14 P 0.33 -4.22 0.87  C13 1.913, O15 1.613, O16 1.768, O17 1.741
15 O 0.08 -5.76 1.31  P14 1.613
16 O -0.21 -3.27 2.26  P14 1.768, H41 1.005
17 O -0.67 -3.82 -0.50  P14 1.741, H42 1.002
18 C 2.57 -2.63 -0.32  C2 1.671, C13 1.638, C19 1.639, H43 1.194
19 C 1.68 -1.27 -0.07  C18 1.639, C20 1.639, H44 1.192, H45 1.194
20 C 0.85 -0.83 -1.42  C19 1.639, C21 1.638, H46 1.194, H47 1.173
21 C 0.64 0.78 -1.61  C20 1.638, O22 1.361, N23 1.511
22 O 0.35 1.21 -2.87  C21 1.361
23 N 0.76 1.85 -0.55  C21 1.511, C24 1.513, H48 1.065
24 C -0.05 1.55 0.69  N23 1.513, C25 1.651, C29 1.673
25 C -1.55 0.86 0.63  C24 1.651, C26 1.649, H49 1.171
26 C -2.28 0.56 2.08  C25 1.649, C27 1.672, H50 1.173
27 C -1.53 0.92 3.53  C26 1.672, C28 1.672, H51 1.193
28 C -0.02 1.63 3.59  C27 1.672, C29 1.640, H52 1.180
29 C 0.68 1.93 2.14  C24 1.673, C28 1.640, H53 1.186
30 H 5.14 -2.39 2.08  C1 1.174
31 H 3.43 -1.56 2.09  C1 1.191
32 H 4.94 -0.58 1.48  C1 1.191
33 H 4.17 0.06 -0.83  C3 1.192
34 H 4.25 -1.19 -2.23  C3 1.171
35 H 6.72 -1.27 -2.07  C4 1.185
36 H 6.79 -1.11 -0.11  C4 1.171
37 H 7.72 1.17 0.31  O7 1.008
38 H 5.57 -3.40 -1.49  C8 1.194
39 H 6.13 -3.35 0.40  C8 1.187
40 H 2.66 -3.80 1.71  C13 1.177
41 H 0.54 -3.15 2.92  O16 1.005
42 H -0.10 -3.55 -1.28  O17 1.002
43 H 2.54 -3.02 -1.45  C18 1.194
44 H 0.86 -1.39 0.79  C19 1.192
45 H 2.32 -0.32 0.25  C19 1.194
46 H 1.52 -1.19 -2.34  C20 1.194
47 H -0.18 -1.36 -1.56  C20 1.173
48 H 0.29 2.70 -0.97  N23 1.065
49 H -2.00 0.63 -0.42  C25 1.171
50 H -3.33 0.04 2.06  C26 1.173
51 H -2.06 0.66 4.57  C27 1.193
52 H 0.51 1.89 4.61  C28 1.180
53 H 1.77 2.41 2.11  C29 1.186
54 C 9.30 -4.14 -0.57  O55 1.224, N56 1.379, H59 1.102
55 O 8.42 -3.37 -0.22  C54 1.224
56 N 9.37 -5.48 -0.25  C54 1.379, C57 1.448, C58 1.448
57 C 10.45 -6.32 -0.71  N56 1.448, H60 1.094, H61 1.094, H62 1.093
58 C 8.33 -6.06 0.58  N56 1.448, H63 1.094, H64 1.094, H65 1.093
59 H 10.14 -3.80 -1.20  C54 1.102
60 H 10.04 -7.14 -1.31  C57 1.094
61 H 10.98 -6.73 0.16  C57 1.094
62 H 11.16 -5.76 -1.32  C57 1.093
63 H 7.37 -5.93 0.08  C58 1.094
64 H 8.30 -5.53 1.54  C58 1.094
65 H 8.53 -7.12 0.75  C58 1.093
66 C 7.99 1.20 -6.18  O67 1.224, N68 1.379, H71 1.102
67 O 8.05 0.19 -5.48  C66 1.224
68 N 7.34 2.37 -5.84  C66 1.379, C69 1.448, C70 1.448
69 C 7.31 3.51 -6.73  N68 1.448, H72 1.094, H73 1.094, H74 1.093
70 C 6.67 2.45 -4.56  N68 1.448, H75 1.094, H76 1.094, H77 1.093
71 H 8.46 1.24 -7.17  C66 1.102
72 H 7.77 4.36 -6.22  C69 1.094
73 H 6.27 3.74 -6.97  C69 1.094
74 H 7.85 3.31 -7.65  C69 1.093
75 H 7.40 2.29 -3.76  C70 1.094
76 H 5.90 1.67 -4.50  C70 1.094
77 H 6.20 3.44 -4.44  C70 1.093
78 C -2.21 3.44 5.23  O79 1.224, N80 1.379, H83 1.102
79 O -2.15 2.43 5.93  C78 1.224
80 N -2.86 4.61 5.56  C78 1.379, C81 1.448, C82 1.448
81 C -2.89 5.75 4.68  N80 1.448, H84 1.094, H85 1.094, H86 1.093
82 C -3.53 4.69 6.84  N80 1.448, H87 1.094, H88 1.094, H89 1.093
83 H -1.74 3.48 4.24  C78 1.102
84 H -2.43 6.60 5.19  C81 1.094
85 H -3.93 5.98 4.44  C81 1.094
86 H -2.35 5.55 3.75  C81 1.093
87 H -2.80 4.53 7.64  C82 1.094
88 H -4.30 3.91 6.90  C82 1.094
89 H -4.00 5.68 6.97  C82 1.093
90 C 2.55 -3.86 -3.50  O91 1.224, N92 1.379, H95 1.102
91 O 1.68 -3.09 -3.12  C90 1.224
92 N 2.70 -4.33 -4.79  C90 1.379, C93 1.448, C94 1.448
93 C 3.76 -5.24 -5.16  N92 1.448, H96 1.094, H97 1.094, H98 1.093
94 C 1.77 -3.89 -5.81  N92 1.448, H99 1.094, H100 1.094, H101 1.093
95 H 3.31 -4.26 -2.81  C90 1.102
96 H 4.38 -4.77 -5.93  C93 1.094
97 H 3.31 -6.16 -5.56  C93 1.094
98 H 4.38 -5.49 -4.30  C93 1.093
99 H 1.81 -2.80 -5.89  C94 1.094
100 H 0.75 -4.18 -5.52  C94 1.094
101 H 2.01 -4.33 -6.78  C94 1.093
102 C -7.21 3.99 6.15  O103 1.224, N104 1.379, H107 1.102
103 O -6.76 5.10 6.41  C102 1.224
104 N -8.29 3.39 6.76  C102 1.379, C105 1.448, C106 1.448
105 C -8.75 2.07 6.38  N104 1.448, H108 1.094, H109 1.094, H110 1.093
106 C -8.98 4.10 7.82  N104 1.448, H111 1.094, H112 1.094, H113 1.093
107 H -6.76 3.36 5.36  C102 1.102
108 H -9.79 2.15 6.05  C105 1.094
109 H -8.69 1.42 7.25  C105 1.094
110 H -8.14 1.66 5.58  C105 1.093
111 H -9.36 5.05 7.42  C106 1.094
112 H -8.27 4.32 8.62  C106 1.094
113 H -9.81 3.50 8.20  C106 1.093
114 C 10.51 4.96 -4.66  O115 1.224, N116 1.379, H119 1.102
115 O 9.33 5.17 -4.92  C114 1.224
116 N 11.23 3.85 -5.02  C114 1.379, C117 1.448, C118 1.448
117 C 12.63 3.68 -4.67  N116 1.448, H120 1.094, H121 1.094, H122 1.093
118 C 10.58 2.80 -5.78  N116 1.448, H123 1.094, H124 1.094, H125 1.093
119 H 11.11 5.69 -4.08  C114 1.102
120 H 13.21 3.59 -5.58  C117 1.094
121 H 12.73 2.78 -4.06  C117 1.094
122 H 12.99 4.54 -4.10  C117 1.093
123 H 10.20 3.23 -6.72  C118 1.094
124 H 9.73 2.42 -5.20  C118 1.094
125 H 11.27 1.99 -5.99  C118 1.093
126 C -4.41 2.69 -1.20  O127 1.224, N128 1.379, H131 1.102
127 O -5.11 3.21 -0.35  C126 1.224
128 N -4.85 1.82 -2.18  C126 1.379, C129 1.448, C130 1.448
129 C -3.94 1.25 -3.16  N128 1.448, H132 1.094, H133 1.094, H134 1.093
130 C -6.25 1.48 -2.24  N128 1.448, H135 1.094, H136 1.094, H137 1.093
131 H -3.32 2.88 -1.24  C126 1.102
132 H -4.27 1.55 -4.16  C129 1.094
133 H -3.98 0.16 -3.07  C129 1.094
134 H -2.92 1.59 -2.99  C129 1.093
135 H -6.83 2.40 -2.38  C130 1.094
136 H -6.55 1.02 -1.30  C130 1.094
137 H -6.45 0.79 -3.07  C130 1.093
138 C -9.81 2.33 3.20  O139 1.224, N140 1.379, H143 1.102
139 O -10.51 2.85 4.05  C138 1.224
140 N -10.25 1.47 2.22  C138 1.379, C141 1.448, C142 1.448
141 C -9.34 0.89 1.24  N140 1.448, H144 1.094, H145 1.094, H146 1.093
142 C -11.65 1.12 2.16  N140 1.448, H147 1.094, H148 1.094, H149 1.093
143 H -8.72 2.52 3.16  C138 1.102
144 H -9.67 1.19 0.24  C141 1.094
145 H -9.38 -0.20 1.33  C141 1.094
146 H -8.32 1.23 1.41  C141 1.093
147 H -12.23 2.04 2.02  C142 1.094
148 H -11.95 0.66 3.10  C142 1.094
149 H -11.85 0.44 1.33  C142 1.093
150 C -13.76 -1.57 3.62  O151 1.224, N152 1.379, H155 1.102
151 O -13.93 -0.50 4.19  C150 1.224
152 N -14.45 -2.01 2.52  C150 1.379, C153 1.448, C154 1.448
153 C -14.18 -3.29 1.90  N152 1.448, H156 1.094, H157 1.094, H158 1.093
154 C -15.49 -1.17 1.95  N152 1.448, H159 1.094, H160 1.094, H161 1.093
155 H -12.99 -2.28 3.97  C150 1.102
156 H -13.88 -3.13 0.86  C153 1.094
157 H -15.09 -3.90 1.93  C153 1.094
158 H -13.38 -3.82 2.42  C153 1.093
159 H -15.05 -0.21 1.65  C154 1.094
160 H -16.25 -0.98 2.72  C154 1.094
161 H -15.95 -1.65 1.09  C154 1.093

As for the SMILES: C[C@@]1(CCC(=O)O)CS(=O)(=O)O[C@H](P(=O)(O)O)[C@H]1CCC(=O)Nc1ccccc1.CN(C)C=O.CN(C)C=O.CN(C)C=O.CN(C)C=O.CN(C)C=O.CN(C)C=O.CN(C)C=O.CN(C)C=O.CN(C)C=O. The HOMO-LUMO gap comes out at 8.45 eV.